Record 1
{
  "formula": "C5H6ClN3O",
  "method": "wB97M-V/def2-TZVPD",
  "species": ["C", "C", "C", "C", "C", "N", "N", "N", "O", "Cl", "H", "H", "H", "H", "H", "H"],
  "coordinates": [[0.4824, 1.2805, -0.6389], [-0.5116, 2.0962, -0.5697], [0.8086, -1.0723, -0.6828], [-0.4300, -0.0297, 1.1836], [-1.7023, 0.4787, 0.4765], [0.6508, 0.1077, 0.0966], [-1.7642, 1.4841, -0.3027], [1.2656, -2.0853, 0.1248], [0.6662, -1.0192, -1.8411], [-3.0655, -0.5923, 0.4572], [1.3776, 1.3262, -1.2653], [-0.5072, 3.1270, -0.9715], [-0.1416, 0.7441, 1.8588], [-0.5524, -1.0524, 1.4445], [1.7972, -1.8888, 0.9167], [1.6262, -2.9045, -0.2869]],
  "forces_ev_per_a": [[4.80, -1.77, -0.64], [-2.74, 1.98, -0.43], [1.54, 1.14, 3.20], [0.07, 1.87, -3.14], [-0.16, 0.00, -0.75], [-2.84, -0.76, 1.55], [0.55, -0.18, 1.55], [-0.88, -0.74, -1.08], [-0.36, -1.07, -3.38], [-0.22, -0.19, 0.35], [-0.36, 1.10, 0.00], [-0.12, -0.99, 0.11], [0.06, -0.05, 1.35], [0.18, -0.46, 0.86], [0.55, 1.02, 1.44], [-0.06, -0.89, -1.01]],
  "mulliken_charge": [-0.06, -0.55, 0.55, -0.87, 0.53, -0.07, -0.44, -0.42, -0.53, -0.19, 0.35, 0.39, 0.36, 0.49, 0.22, 0.25],
  "charge": 0,
  "relative_energy_kj_mol": 0.0,
  "lumo_ev": 0.630,
  "smiles": "NC(=O)N1C=CN=C(Cl)C1",
  "e_tot_ha": -893.79295
}

Record 2
{
  "formula": "C5H6ClN3O",
  "method": "wB97M-V/def2-TZVPD",
  "species": ["C", "C", "C", "C", "C", "N", "N", "N", "O", "Cl", "H", "H", "H", "H", "H", "H"],
  "coordinates": [[1.4519, -0.9164, 1.0422], [2.0021, -0.3433, -0.0950], [0.8676, -0.0273, -0.8953], [1.0008, 2.3515, 1.6772], [-1.5652, -0.1842, -0.5557], [0.1268, -0.9606, 1.0133], [-0.1535, -0.4087, -0.1955], [0.8952, 1.6555, 2.6369], [0.8649, 2.7990, 0.6228], [3.6075, -0.2372, -0.5067], [2.0646, -1.1995, 1.9929], [-2.1454, 0.2719, 0.3000], [-1.3944, 0.4974, -1.5223], [-2.2238, -1.1439, -0.8120], [0.9325, 0.4813, -1.7946], [1.4528, 1.3264, 3.4756]],
  "forces_ev_per_a": [[1.61, -0.63, 2.68], [-2.75, -0.15, -0.75], [4.04, -0.63, 1.71], [-0.34, -1.39, 0.11], [-0.70, 0.04, -1.76], [0.54, 0.38, -0.91], [-3.89, -0.96, 1.47], [1.17, -0.94, 3.35], [0.23, 1.49, -1.29], [1.56, 0.33, -0.36], [-1.44, 0.25, -1.98], [1.02, 0.02, -1.10], [-1.36, -1.33, 2.21], [2.02, 1.75, 0.28], [-0.62, 0.71, -1.59], [-1.09, 1.06, -2.09]],
  "mulliken_charge": [-0.29, 0.14, -0.29, 0.52, -0.68, -0.88, 0.71, -0.39, -0.41, -0.23, 0.36, 0.26, 0.23, 0.25, 0.40, 0.30],
  "charge": 0,
  "relative_energy_kj_mol": 60.9,
  "lumo_ev": 0.729,
  "smiles": "Cn1cc(Cl)cn1.N=C=O",
  "e_tot_ha": -893.76976
}

Record 3
{
  "formula": "C5H6ClN3O2",
  "method": "wB97M-V/def2-TZVPD",
  "species": ["C", "C", "C", "C", "C", "N", "N", "N", "O", "O", "Cl", "H", "H", "H", "H", "H", "H"],
  "coordinates": [[-0.2623, -0.9938, 0.2885], [1.9204, -0.8926, 1.0140], [5.1427, -1.5405, -0.7831], [3.0781, 1.2146, 0.6584], [-0.3326, -0.0019, -0.6270], [0.8666, -1.5535, 0.9077], [2.0131, 0.4940, 0.8200], [-1.4759, 0.5349, -1.2201], [5.0137, -1.4071, -1.9148], [5.2993, -1.6494, 0.3469], [2.7726, 2.8338, 0.5465], [-1.2131, -1.3213, 0.6354], [2.7639, -1.4391, 1.5214], [0.6701, 0.2792, -1.1954], [1.0511, 0.8505, 0.6532], [-1.2237, 1.4986, -1.4350], [-2.2607, 0.4228, -0.5819]],
  "forces_ev_per_a": [[-0.31, 1.29, -0.09], [2.29, -0.77, 1.83], [0.17, 0.30, 0.04], [1.88, -2.08, 0.37], [2.98, -0.70, -1.66], [-1.43, -0.51, -1.33], [-1.61, 0.05, -0.53], [0.72, -0.01, 0.61], [-0.29, 0.06, -1.41], [0.11, -0.34, 1.41], [-0.72, 1.87, -0.25], [-0.56, -0.63, 0.58], [-0.46, 1.14, -0.76], [-2.28, -0.35, 1.18], [0.52, 0.35, 0.49], [-0.93, -0.16, -0.06], [-0.08, 0.49, -0.41]],
  "mulliken_charge": [-0.36, 0.06, 0.73, -0.17, -0.14, -0.49, -0.12, -0.57, -0.37, -0.35, -0.13, 0.31, 0.42, 0.35, 0.31, 0.28, 0.25],
  "charge": 0,
  "relative_energy_kj_mol": 228.0,
  "lumo_ev": 0.271,
  "e_tot_ha": -968.98462
}

Record 4
{
  "formula": "C5H6ClNO",
  "method": "wB97M-V/def2-TZVPD",
  "species": ["C", "C", "C", "C", "C", "N", "O", "Cl", "H", "H", "H", "H", "H", "H"],
  "coordinates": [[-0.7540, 0.7362, -0.6393], [-0.3359, -0.4858, -1.3244], [-0.4916, 0.4256, 0.8278], [0.4378, -1.2754, -0.5013], [0.6930, -0.4837, 0.7476], [1.3346, 2.0981, -0.4814], [0.4269, 1.7197, -1.1531], [0.6257, -1.6070, 2.0951], [-1.6782, 1.2255, -0.6844], [-0.4691, -0.8710, -2.3523], [-0.3328, 1.3281, 1.4523], [-1.4353, -0.0582, 1.1534], [0.8984, -2.2091, -0.9200], [1.6721, 0.1560, 0.7688]],
  "forces_ev_per_a": [[2.07, -0.19, 1.82], [0.86, -3.38, 0.07], [-0.76, 1.23, -0.38], [-0.42, 1.85, -2.80], [1.26, -0.37, 0.61], [1.24, 0.50, 1.77], [-2.03, 0.30, -2.42], [0.52, -0.64, 1.28], [-1.13, 0.85, -1.28], [-0.50, 0.93, 0.58], [0.02, -0.43, -0.44], [0.80, -0.10, 0.17], [-0.26, 1.04, 1.10], [-1.67, -1.58, -0.08]],
  "mulliken_charge": [0.17, -0.64, -0.98, -0.37, 0.20, -0.25, -0.06, -0.23, 0.44, 0.35, 0.35, 0.38, 0.33, 0.32],
  "charge": 0,
  "relative_energy_kj_mol": 548.7,
  "lumo_ev": [0.235, 0.563],
  "e_tot_ha": -784.11278
}

Record 5
{
  "formula": "C5H6ClNO2",
  "method": "wB97M-V/def2-TZVPD",
  "species": ["C", "C", "C", "C", "C", "N", "O", "O", "Cl", "H", "H", "H", "H", "H", "H"],
  "coordinates": [[1.4232, -0.4892, 0.6396], [-2.0508, 1.1363, -0.0147], [2.1422, 0.5162, -0.0235], [-0.6895, 0.8735, 0.5468], [-0.4532, -1.2945, -0.5748], [-0.0052, -0.2728, 0.3457], [1.8476, -1.4471, 1.2941], [-2.6522, 2.1124, 0.3795], [3.8247, 0.4563, -0.3386], [-2.5509, 0.3380, -0.6753], [1.5368, 1.1766, -0.6375], [-0.3769, 1.5366, 1.3309], [-1.4138, -1.7689, -0.1618], [-0.8713, -0.8756, -1.4345], [0.2894, -1.9976, -0.6758]],
  "forces_ev_per_a": [[0.64, -0.33, 1.81], [0.58, -1.04, 0.54], [0.05, 0.49, -0.90], [-0.47, -1.26, -0.57], [-4.04, 0.04, 2.44], [0.37, 0.32, -0.21], [-1.06, 1.08, -1.15], [-0.16, 0.00, -0.42], [-0.71, -0.05, 0.34], [0.68, 1.03, 0.58], [0.61, 0.22, 0.09], [0.32, 0.22, 0.05], [1.47, 0.10, -0.11], [0.25, 0.76, -1.90], [1.46, -1.58, -0.58]],
  "mulliken_charge": [0.42, -0.13, -0.35, 0.07, -1.13, 0.10, -0.59, -0.47, -0.11, 0.28, 0.35, 0.42, 0.35, 0.39, 0.40],
  "charge": 0,
  "relative_energy_kj_mol": 206.7,
  "lumo_ev": [-2.327, -1.214],
  "e_tot_ha": -859.42605
}

Record 6
{
  "formula": "C5H6ClNO3",
  "method": "wB97M-V/def2-TZVPD",
  "species": ["C", "C", "C", "C", "C", "N", "O", "O", "O", "Cl", "H", "H", "H", "H", "H", "H"],
  "coordinates": [[-0.6101, -0.6760, -1.3370], [-1.1520, -0.1856, -0.2046], [-2.4936, 0.2267, 0.2029], [1.1106, -0.5471, 0.1128], [2.2897, 0.6816, -0.1766], [-0.0427, -0.0952, 0.7230], [-3.4383, -0.2193, -0.3786], [-2.5338, 1.0747, 1.2300], [0.6938, -0.8830, -1.3164], [1.9273, -1.9991, 0.7519], [-1.1956, -0.6113, -2.2719], [1.6932, 1.4383, -0.7876], [3.0984, 0.2935, -0.7141], [2.6649, 0.8857, 0.9004], [-1.6726, 1.2606, 1.6559], [-0.3393, -0.6442, 1.6102]],
  "forces_ev_per_a": [[-3.00, 1.54, -0.68], [2.26, -0.61, -0.23], [1.23, -0.86, -1.00], [3.53, 1.56, -3.68], [-3.49, -1.26, 2.77], [-2.29, -0.84, 3.70], [-0.97, 0.58, 0.25], [-0.53, 0.47, 0.93], [0.58, -0.03, 1.40], [-0.39, 0.25, 0.32], [0.84, -0.78, 0.35], [1.09, -0.60, 1.36], [0.98, -0.76, -0.99], [-0.81, 0.54, -1.95], [-0.30, -0.24, -0.76], [1.28, 1.05, -1.80]],
  "mulliken_charge": [-0.22, 0.49, 0.30, 0.29, -0.97, -0.38, -0.53, -0.50, -0.35, -0.19, 0.39, 0.29, 0.35, 0.29, 0.40, 0.35],
  "charge": 0,
  "relative_energy_kj_mol": 12.7,
  "lumo_ev": 0.396,
  "smiles": "C[C@@]1(Cl)NC(C(=O)O)=CO1",
  "e_tot_ha": -934.74437
}

Computed largest force on an atom, in the same sequence as the records: 5.16, 4.43, 3.48, 3.49, 4.72, 5.33 eV Å⁻¹.